The following is a quantum chemistry calculation of a structure of composition C27H19HfN5O11, from OMol25.

Structure (XYZ):
```
63
Properties=species:S:1:pos:R:3:forces:R:3
Hf 0.00103 0.30839 0.26487 0.56 0.74 -0.05
C -3.41734 3.68262 0.75979 -0.04 -0.05 -0.01
O -3.81844 2.43287 1.31897 0.01 0.02 0.00
C -3.97827 1.41239 0.41111 0.00 -0.07 0.00
C -5.22046 0.82929 0.27168 0.03 0.06 0.00
C -5.41522 -0.24544 -0.59418 -0.01 -0.03 -0.02
C -4.35326 -0.73035 -1.32354 -0.02 -0.01 0.01
C -3.07347 -0.18531 -1.17241 -0.02 -0.01 0.03
C -1.98312 -0.67211 -1.99374 -0.03 0.16 -0.06
N -0.76277 -0.39565 -1.71962 -0.08 -0.35 -0.20
N 0.22571 -0.67957 -2.65756 -0.03 -0.01 -0.02
C 1.30262 -0.01508 -2.32233 0.04 -0.02 -0.12
O 1.39257 0.73446 -1.26679 -0.03 -0.06 -0.35
C 2.51468 -0.16829 -3.16517 0.00 0.00 0.00
C 2.49537 -0.94352 -4.32359 -0.01 0.02 -0.02
C 3.65050 -1.10052 -5.07101 0.00 0.00 0.00
C 4.82955 -0.48366 -4.66996 0.00 0.00 0.00
C 4.84990 0.29164 -3.52003 0.01 0.00 0.00
C 3.69573 0.44945 -2.76740 0.00 -0.03 0.02
C -2.86756 0.89815 -0.28587 0.04 0.04 -0.16
O -1.67260 1.43379 -0.09052 -0.35 0.16 -0.03
H -3.56919 4.42939 1.53699 0.02 -0.01 0.00
H -2.37185 3.66160 0.45257 0.02 -0.01 -0.01
H -4.03902 3.93358 -0.10358 -0.01 0.00 0.01
H -6.03708 1.22839 0.86006 0.00 -0.01 0.00
H -6.39580 -0.68997 -0.69100 0.00 0.00 0.00
H -4.49302 -1.55634 -2.01066 0.00 0.00 0.00
H -2.20871 -1.22409 -2.90529 0.01 0.07 -0.04
H 1.56778 -1.40506 -4.63472 0.00 0.00 0.01
H 3.63199 -1.69974 -5.97222 0.00 0.00 0.00
H 5.73072 -0.60686 -5.25688 0.00 0.00 0.00
H 5.76727 0.77233 -3.20617 0.00 0.00 0.00
H 3.69550 1.04120 -1.86251 0.00 0.00 0.00
O 1.14134 3.94601 2.56802 -0.03 0.01 -0.04
C 0.55106 2.89854 2.02029 -0.08 0.10 0.02
O 0.73264 2.56716 0.86157 0.00 -0.33 0.09
C -0.40071 2.17144 2.90064 -0.01 0.01 -0.01
C -0.93746 2.61944 4.08959 0.03 -0.01 -0.01
C -1.91630 1.82805 4.69011 -0.01 0.00 0.00
C -2.31281 0.64459 4.09391 0.06 0.01 0.01
C -1.68882 0.26531 2.91197 -0.07 -0.04 0.07
N -0.76756 1.02175 2.35346 -0.15 -0.07 0.04
C -2.02271 -0.98213 2.10938 -0.04 0.05 0.05
O -2.97964 -1.65480 2.39727 0.07 -0.09 0.03
O -1.19254 -1.16804 1.11445 -0.23 -0.07 0.12
H 1.73117 4.33857 1.90470 0.00 0.01 0.01
H -0.61562 3.55536 4.52240 0.00 0.00 0.00
H -2.37205 2.15027 5.61652 0.00 0.00 0.00
H -3.08432 0.01132 4.50779 0.00 0.00 0.00
O 4.65797 -4.66406 1.18270 0.07 0.06 -0.07
C 4.00595 -3.52697 1.53876 -0.30 -0.25 0.27
O 4.30812 -2.94889 2.53818 0.15 0.12 -0.12
C 2.89734 -3.10331 0.65699 -0.04 0.00 -0.15
C 2.59718 -3.49629 -0.63800 0.04 -0.01 0.01
N 1.56378 -2.75512 -1.05040 -0.20 -0.01 -0.02
N 1.16938 -1.89166 -0.10821 0.28 0.26 0.18
C 1.96008 -2.08744 0.92970 0.11 -0.04 0.09
C 1.71781 -1.11915 2.06945 0.11 -0.13 -0.06
O 1.51975 -1.46639 3.20286 0.19 0.07 0.07
O 1.64176 0.09598 1.57494 -0.07 -0.26 0.45
H 4.24667 -5.07181 0.41341 -0.02 -0.01 0.01
H 3.04714 -4.21837 -1.30053 0.02 0.02 0.01
H 1.12763 -2.69730 -1.96120 0.00 0.00 -0.02
```
Positions in Å, forces in eV/Å.

Results
frontier orbital gap = 7.54 eV
total energy = -2190.060502 hartree
max |F| = 0.9 eV/Å
total charge = 0
E_HOMO = -0.303 hartree